1.
ORCA calculation (ωB97M-V/def2-TZVPD) on a molecular structure, C33H31AsF9N2OS3SbSe4V.

ΔE to the lowest compared entry with this formula, charge and spin = 286.4 kcal/mol
E_tot = -451160.5626 eV
Gap between HOMO and LUMO (spin up / spin down) = 3.31 / 3.62 eV
Multiplicity = 4
HOMO energy (spin up / spin down) = 0.039 / -0.276 eV
Total charge = -2

Last column: Löwdin spin population.
Positions of all 86 atoms, in Å:
C -4.1118 0.2813 -1.5232  0.00
H 3.0977 -2.0432 -1.1410  0.00
H -1.1615 -3.0393 -3.8776  0.00
C 1.0431 -0.3601 -2.2953  0.02
C -0.3878 0.3446 3.0939  0.01
H 4.7570 0.7101 2.6125  0.00
H -0.4147 -2.1516 3.5370  0.00
H -2.0324 -1.0851 -2.7175  -0.01
F -6.0510 -0.9072 -2.4255  0.00
H 1.3202 2.1507 5.3888  0.00
F -4.2535 2.6888 -1.7570  0.00
C -4.3260 1.5323 -2.4366  0.00
H 2.5617 3.1060 -2.3319  0.00
Sb -3.2761 -2.3602 3.1506  0.45
Se -2.2918 -2.0506 1.0755  0.32
F -4.2942 0.9194 0.7710  0.00
C -1.2429 2.7177 0.2552  0.00
C 5.2683 -0.3795 0.8382  0.00
H 0.3399 4.1851 0.4293  0.00
C 1.6118 -1.1814 -3.2331  -0.05
C 2.5564 -0.9165 0.6052  -0.01
C 2.2144 1.1369 3.7353  0.00
F -3.4189 1.5887 -3.4241  0.00
C -0.1523 1.1134 4.2266  0.00
H -0.9721 1.3735 4.8831  0.00
C 0.1457 -4.1712 3.8405  0.00
H 1.6340 0.4259 -1.8396  0.00
O -2.8192 0.1408 -1.1737  0.02
H 0.6332 3.5930 -3.2209  0.00
C -5.0158 0.4128 -0.2310  0.00
H -1.0672 4.9358 -1.1320  0.00
H 5.4949 -1.5621 -0.9432  0.00
Se -3.3515 -2.9405 5.5603  0.43
S 1.6495 5.2616 -1.8473  0.00
H 2.2474 -2.8783 -5.1136  0.00
H -1.4010 0.0519 2.8183  0.02
N -0.2412 -0.4209 -1.8964  -0.08
H 0.9109 -6.1796 3.9270  0.00
C 2.7825 3.2660 -0.1856  0.00
C 1.1427 1.5216 4.5241  0.00
S -1.2782 2.5813 -1.5549  0.00
C 0.8482 -2.2627 -3.7715  -0.03
F -5.4968 -0.7627 0.1658  0.00
C 0.6841 -0.0496 2.3088  0.02
N 1.4647 -3.2286 -4.5818  -0.01
C -1.0006 -1.3486 -2.5368  -0.05
H 3.7942 4.2655 -1.8027  0.00
C 3.0240 -0.1571 1.6943  0.00
Se -1.6404 -3.0230 -0.8515  0.28
H 0.1082 5.2271 -3.6371  0.00
C 1.7613 -5.0672 2.3077  0.00
V -1.3165 -1.1061 -0.4842  1.34
C 0.1169 3.1731 0.7670  0.00
F -5.5334 1.5310 -3.0540  0.00
S 1.4194 2.1032 0.0838  0.00
H 2.6392 -1.0250 -3.5412  -0.01
Se -5.7082 -2.2709 3.3203  0.28
H 0.1624 3.1180 1.8577  0.00
H 0.8165 -3.7430 -5.1570  0.00
C 0.9456 -5.2242 3.4168  0.00
H 3.6919 2.6762 -0.0388  0.00
C 0.2207 -2.9535 3.1757  0.01
C 4.8050 -1.1575 -0.2126  0.00
C 0.2722 4.5348 -2.8088  0.00
C 2.8005 3.8641 -1.5866  0.00
F -6.0726 1.2403 -0.4121  0.00
H -1.8798 4.5837 -2.6652  0.00
C 2.0012 0.3203 2.6285  0.00
As 0.6837 -1.2242 0.7471  0.02
H 3.2157 1.4697 3.9869  0.00
C 4.3853 0.1114 1.7889  0.00
H -1.5030 1.7248 0.6338  0.01
H -2.0301 3.4032 0.5757  0.00
H 2.3997 -5.8769 1.9712  0.00
H 2.7319 4.0373 0.5838  0.00
C 3.4448 -1.4288 -0.3197  0.00
C 0.9580 -2.8124 2.0002  0.01
F -4.3667 -2.1019 -1.8333  0.00
H 6.3249 -0.1497 0.9158  0.00
C 1.7272 -3.8881 1.5722  0.00
H 2.3045 -3.8212 0.6543  0.00
C -4.7024 -0.9249 -2.3508  0.00
C -0.4756 -2.3146 -3.4525  -0.02
C -1.0293 4.3216 -2.0319  0.00
F -4.2563 -0.9331 -3.6304  0.00
H -0.5906 -4.2616 4.6336  0.00

---

2.
ORCA calculation (ωB97M-V/def2-TZVPD) on a molecular structure, C5H5BrIN.

ΔE to the lowest compared entry with this formula, charge and spin = 79.2 kcal/mol
E_tot = -84894.9537 eV
Gap between HOMO and LUMO = 7.56 eV
HOMO energy = -9.142 eV
Total charge = 0

Last column: natural (NBO) charge in e.
Positions of all 13 atoms, in Å:
H -1.1499 0.8447 -1.7675  0.23
Br 3.7188 -2.2737 0.0943  0.16
C 3.1670 -0.6578 -0.5656  -0.38
H -2.1692 -0.5269 -1.3559  0.23
C -1.2153 -0.0438 -1.1419  -0.63
C -0.5787 -0.4278 1.2542  -0.30
C -1.7638 1.5469 0.6598  0.26
H -0.4108 -0.7275 -1.3980  0.23
I 4.5054 0.9004 -0.3038  0.23
H -0.1078 -1.3645 1.0067  0.20
N -2.2780 2.5382 0.9178  -0.30
H -0.5670 -0.1260 2.2885  0.21
C -1.1505 0.3178 0.3114  -0.12

---

What did we get for strongest force on any atom? Answer: 11.556 0.885 eV/A, in the order shown.